Density functional theory data (wB97M-V/def2-TZVPD) for a cluster of 8 separate species, C5H26NO8S in total in a non-equilibrium geometry.

Atoms and positions in Å:
S1 1.13545 2.97413 -2.37098
O1 -1.91788 -2.21503 -1.16647
O2 -0.47068 -2.31869 5.36916
O3 -4.06044 1.81544 2.57435
O4 -0.06868 -2.01937 0.68261
O5 1.04078 -1.60001 3.26524
O6 0.21818 2.93260 2.44012
O7 2.26981 -3.11604 0.83336
O8 1.61706 0.06252 0.91954
N1 0.37095 -1.40418 -2.10389
C1 0.91084 2.50853 -4.14258
C2 0.97754 1.35864 -1.57851
C3 -0.72775 -0.32895 -2.14365
C4 -0.45075 0.86124 -1.19406
C5 -2.02196 -1.14435 -2.08693
H1 1.71577 1.23992 -0.79725
H2 0.06224 2.10584 1.95104
H3 -0.54205 -2.76576 1.05315
H4 -3.73161 0.92226 2.36612
H5 2.24508 -3.18392 1.78468
H6 -3.24946 2.30270 2.37965
H7 0.56664 -1.58782 -1.05929
H8 -2.87992 -0.50086 -1.90311
H9 -0.23296 -3.20283 5.08448
H10 -0.08245 -2.23643 -2.45848
H11 1.99926 -0.70325 0.49092
H12 1.65798 3.04786 -4.70333
H13 0.40502 2.69778 3.34440
H14 -1.19565 -2.09960 -0.42638
H15 1.33296 0.45001 -2.16859
H16 1.33165 -0.79673 2.80568
H17 -0.04458 -1.66520 4.78625
H18 -2.18883 -1.54114 -3.05543
H19 0.66998 -0.03610 0.87195
H20 -1.29234 1.50341 -1.31317
H21 -0.16185 2.80315 -4.32450
H22 0.75634 -2.00132 2.41701
H23 1.37284 -2.75861 0.58479
H24 0.67613 1.43093 -4.41730
H25 -0.48960 0.46701 -0.14400
H26 -0.76707 0.12863 -3.17351

Its total charge is -1. The calculation puts the energy relative to the best compared isomer or geometry (same formula, charge and spin) at 62.6 kcal/mol. For the electronic energy, the calculation gives -1260.96224 a.u. The largest force on an atom comes out at 0.0609 Eh/bohr. For the gap between HOMO and LUMO, the calculation gives 8.51 eV.

Results of the Mulliken charge analysis, in e, for atoms 1 through 8: S -0.141; O -0.630; O -0.632; O -0.649; O -1.175; O -0.755; O -0.644; O -0.712